No. 1
DFT (ωB97M-V with the def2-TZVPD basis set) results for a 5-piece molecular cluster, C4H21N2O4 overall.

LUMO, eV: -2.998
Kohn-Sham gap, Ha: 0.3013
Highest occupied orbital energy, eV: -11.2

The geometry in ORCA input format:
```
! RIJCOSX wB97M-V def2-TZVPD def2/J DEFGRID3
* xyz 1 1
O 3.5482 -0.3997 -0.3246
O 0.6755 3.0925 0.1985
O 1.3526 1.1794 2.4264
O 0.7588 -2.5365 1.5560
N -0.6024 -0.2867 -3.2033
N -0.6556 1.2026 1.2677
C -0.5417 -1.0153 -1.9609
C -2.3917 -0.0442 -0.3263
C -1.6935 0.0583 1.0864
C -1.8392 -1.2821 -1.0228
H -2.3632 0.1831 1.9876
H 4.1299 -1.0277 -0.0379
H 0.2525 0.6924 0.9037
H 4.2467 0.1448 -0.9052
H -0.6855 1.2824 2.2739
H -0.3157 0.6547 -3.2124
H -3.5164 -0.1058 -0.3122
H 1.4156 2.9044 -0.3684
H -1.1941 -0.9013 1.2110
H -1.2541 -0.5431 -4.0105
H -2.2488 0.9380 -1.0263
H 1.9821 0.8042 1.9347
H 0.9447 -3.5220 1.6101
H -0.2391 -2.0470 -2.3300
H -2.5259 -2.2572 -1.3845
H 1.7954 1.7132 3.0670
H 0.3772 -0.6614 -1.3508
H -1.2510 -2.0271 -0.3945
H 1.7257 -2.2877 1.5133
H 0.8449 4.0454 0.4493
H -0.7318 2.0496 0.6849
*
```

Here are the Löwdin charges for atoms 1 to 8, given in e: -0.0741 -0.0537 0.0107 -0.0990 -0.0356 0.1162 -0.3053 -0.1900

***

No. 2
DFT (ωB97M-V with the def2-TZVPD basis set) results for a 2-piece molecular cluster, H4O2 overall.

LUMO, eV: 0.539
Kohn-Sham gap, Ha: 0.4170
SMILES string: O.O
Highest occupied orbital energy, eV: -10.8

The geometry in ORCA input format:
```
! RIJCOSX wB97M-V def2-TZVPD def2/J DEFGRID3
* xyz 0 1
O 0.0258 0.9452 0.9837
O -0.1943 -0.9974 -1.1403
H -0.2642 0.9421 1.9320
H 0.9925 1.0687 1.0809
H -0.1333 -0.4401 -0.3331
H 0.7530 -1.1536 -1.4272
*
```

Löwdin atomic charges, in units of e: -0.0728 -0.1091 0.0771 0.0632 -0.0151 0.0567

***

No. 3
DFT (ωB97M-V with the def2-TZVPD basis set) results for C20H42AlB2Br16F9NO3S as an isolated structure.

LUMO, eV: -0.473
Kohn-Sham gap, Ha: 0.1102
Highest occupied orbital energy, eV: -3.5

The geometry in ORCA input format:
```
! RIJCOSX wB97M-V def2-TZVPD def2/J DEFGRID3
* xyz -1 1
Br 6.6579 -2.1263 -6.7376
Br -9.9531 -3.5076 2.1395
Br 0.1760 4.2859 0.7940
Br -7.1494 -3.1917 6.5832
Br -7.7310 4.8530 -1.3016
Br 5.0101 6.0035 9.3711
Br -3.9799 -2.8708 3.3908
Br 1.4771 5.0561 9.8844
Br -7.3058 -1.9781 0.0668
Br -8.2127 -6.7144 6.9044
Br -1.8261 -0.5431 1.4972
Br -8.9583 1.5314 -0.2511
Br 3.6514 6.8113 5.5135
Br 8.6703 -5.2064 -7.0632
Br -3.3570 3.3385 1.3073
Br 1.1346 4.1848 4.8728
S 0.1264 -0.8573 -2.8438
Al 6.3375 -1.3488 -4.1576
F -0.5044 -0.4219 -4.3728
F 1.9433 -0.4258 -5.9908
F 0.0680 0.7356 -2.2168
F 2.7114 -0.4395 -2.1501
F 1.6200 1.5960 -4.5559
F 0.6597 -1.3731 -1.2598
F 0.1227 -2.5354 -3.2832
F 2.3224 -2.1413 -3.7753
F -1.4924 -1.0695 -2.2963
O 6.8083 1.5776 -3.0337
O 8.3555 -0.2421 -2.1717
O 6.1945 -3.1811 -1.6468
N 4.9266 -4.1281 -3.7017
C 7.5867 -2.8530 -8.2918
C 1.9113 -0.7437 -3.3746
C -2.0530 2.6522 0.0289
C 4.1521 4.2570 9.2301
C -7.5315 -5.7522 5.3500
C 2.8444 6.2381 3.8322
C -6.4286 -4.7959 5.7387
C -10.1023 -2.4019 0.5391
C -3.1757 -1.1820 3.9452
C -6.8567 3.4820 -0.2235
C -7.1590 2.0981 -0.7484
C -3.2050 -0.1685 2.8254
C 7.4691 -4.3581 -8.3451
C 2.7811 4.3698 8.6059
C 1.3790 5.9174 4.0101
C 2.2238 0.2223 -4.6549
C -9.0225 -2.7397 -0.4618
C 4.7327 -0.7481 -5.3069
C -0.6820 2.5394 0.6531
C 3.8741 0.5001 -4.6817
B 5.7811 -3.0051 -3.0708
B 7.2110 0.1565 -3.0626
H -7.0901 2.0219 -1.8373
H 8.6204 -2.5002 -8.2394
H 4.1134 -1.7100 -5.5514
H 6.2187 1.6445 -2.2015
H -0.6970 2.1094 1.6583
H 3.4328 5.3913 3.4685
H 6.4611 -4.7229 -8.1276
H -0.0168 1.9469 0.0187
H -4.1602 -0.1365 2.2934
H -7.1513 -6.5282 4.6800
H 4.1371 3.8270 10.2354
H -8.3873 -5.2598 4.8793
H 0.8437 6.6539 4.6162
H -5.8994 -4.4362 4.8518
H -7.1802 3.6344 0.8098
H 5.4107 -2.9653 -1.0439
H 4.8173 3.6644 8.5958
H -9.2442 -2.2917 -1.4345
H 8.0799 -1.0729 -1.6452
H -11.0914 -2.6262 0.1304
H 4.4571 -3.6763 -4.5279
H 7.0947 -2.3967 -9.1554
H 2.4053 3.3838 8.3188
H 0.8837 5.8237 3.0398
H 2.7533 5.0315 7.7354
H -6.4931 1.3590 -0.2944
H 5.6332 -4.7960 -4.1029
H 2.9744 7.0845 3.1521
H -2.4288 1.6663 -0.2583
H -5.7876 3.6990 -0.3010
H -2.9714 0.8308 3.2030
H 7.7839 -4.7356 -9.3219
H 7.4491 -1.8611 -5.2091
H -2.0808 3.3139 -0.8416
H -10.0785 -1.3591 0.8684
H -8.8690 -3.8150 -0.5882
H -5.7066 -5.2272 6.4376
H -2.1660 -1.4101 4.2976
H 4.2785 0.9116 -3.6536
H -3.7826 -0.8422 4.7891
H 5.1985 -0.3897 -6.3461
H 4.0019 1.4050 -5.4500
*
```

Here are the Löwdin charges for atoms 1 to 8, given in e: 0.8659 0.5936 0.6541 0.5840 0.5968 0.5816 0.6400 0.5882

***

> The highest Kohn-Sham gap belongs to which entry?

H4O2